Here is 2 unconnected molecules or ions with the total composition C7H13NO2 from the Open Molecules 2025 dataset. Energies are from ωB97M-V with the def2-TZVPD basis set.

Last column: natural (NBO) charge in e.
Element x y z (Å)
C -1.36 -1.14 -0.71  -0.340
C -0.68 -0.11 -1.21  0.143
O -0.78 1.14 -0.74  -0.515
C -1.59 1.27 0.49  -0.074
C -2.84 0.46 0.40  -0.438
C -2.49 -1.05 0.31  -0.419
H -1.18 -2.18 -0.89  0.212
H 0.03 -0.26 -2.01  0.211
H -1.87 2.32 0.53  0.200
H -0.91 1.04 1.37  0.184
H -3.31 0.74 -0.64  0.202
H -3.65 0.64 1.00  0.222
H -2.22 -1.38 1.29  0.199
H -3.34 -1.82 0.04  0.211
C 3.27 0.73 0.71  -0.701
C 2.36 0.51 -0.41  0.026
N 2.24 -0.67 -0.88  -0.139
O 2.89 -1.70 -0.21  -0.575
H 2.84 0.67 1.75  0.233
H 3.66 1.81 0.66  0.214
H 4.15 0.09 0.82  0.242
H 1.76 1.32 -0.76  0.218
H 3.04 -2.41 -0.90  0.483

Calculated values
E_HOMO	-0.300	Ha
energy	-13051.0486	eV
energy relative to the best compared isomer or geometry (same formula, charge and spin)	4.880	eV
net charge	0
M	143.186	g/mol